Molecular formula: C10H9O2
Method: DFT, ωB97M-V/def2-TZVPD

Each line ends with the natural charge from an NBO analysis.
CARTESIAN COORDINATES (ANGSTROEM)
C1 -1.11792 1.72525 -0.25054  -0.2439
C2 -2.34332 1.11557 -0.22381  -0.3642
C3 -0.11017 0.72454 -0.10925  0.0391
C4 2.25413 -0.16035 0.05671  -0.3879
C5 -2.14828 -0.28284 -0.05909  0.1140
C6 2.04476 -1.40493 -0.20364  0.6548
C7 1.26734 1.00128 -0.12722  0.2758
C8 -0.79804 -0.51252 0.02611  -0.4610
C9 3.63925 0.27213 0.48405  -0.5869
C10 -3.22432 -1.32513 -0.03509  -0.6477
O1 1.90521 -2.55230 -0.44588  -0.5555
O2 1.78096 2.11719 -0.27317  -0.6765
H1 -0.91600 2.77841 -0.35726  0.2071
H2 -3.30693 1.59902 -0.30169  0.1865
H3 -0.34151 -1.47745 0.15580  0.2058
H4 4.36815 -0.51838 0.31887  0.1863
H5 3.63987 0.54235 1.54253  0.1955
H6 3.90989 1.15575 -0.09368  0.2362
H7 -4.20335 -0.86919 0.12152  0.2018
H8 -3.04820 -2.05474 0.75897  0.2092
H9 -3.25149 -1.87368 -0.98427  0.2114

Cartesian forces, eV/Å:
C -1.29 1.41 -0.26
C -0.86 0.58 -0.05
C -0.15 -1.83 0.11
C -0.29 1.88 0.16
C -1.73 0.09 -0.02
C -0.02 -1.13 -0.39
C 1.16 -3.29 0.74
C 2.45 -0.27 0.06
C -0.04 -0.19 0.01
C 0.15 0.31 0.01
O -0.10 -0.12 0.03
O 0.44 2.74 -0.45
H 0.05 0.03 -0.02
H -0.05 0.02 -0.02
H 0.02 -0.13 -0.01
H 0.16 -0.05 0.03
H 0.07 0.07 0.02
H 0.00 -0.03 0.03
H -0.01 -0.03 -0.02
H 0.02 -0.03 -0.02
H 0.02 -0.01 0.04

Results
E   -14607.97337 eV
⟨S²⟩   2.017
Spin multiplicity   3
Net charge   -1